Record 1
Formula: CH9NO4
Source: the OMol25 dataset
Level of theory: the ωB97M-V functional and the def2-TZVPD basis

Its total charge is +1. The multiplicity is 2. As for the expectation value of S²: 0.78. The LUMO energy (spin up / spin down) is -0.1817 / -0.3559 hartree.

Positions of all 15 atoms, in Å:
C1 -2.3059 -1.8147 0.9263
N1 -2.4446 -1.3684 -0.3277
O1 -1.2151 -1.5898 1.4600
H1 -3.1535 -2.3657 1.3397
H2 -3.1477 -1.7723 -0.9525
H3 -1.9865 -0.5490 -0.8322
H4 0.3443 0.4189 0.3187
H5 1.1982 -0.4552 -0.4970
O2 0.7257 0.3883 -0.5736
H6 -0.9683 0.9841 -1.4597
H7 -2.3605 1.5763 -1.3579
O3 -1.8977 0.8015 -1.7065
H8 6.2689 2.0920 1.7531
H9 4.9976 1.8987 1.0001
O4 5.9450 1.7553 0.9092

Per-atom Löwdin charges, elementary charge units: -0.186 0.293 0.270 0.174 0.169 0.087 0.046 0.070 -0.042 0.048 0.095 -0.023 0.037 0.024 -0.060


Record 2
Formula: C50H70N12O5
Source: the OMol25 dataset
Level of theory: the ωB97M-V functional and the def2-TZVPD basis

As for the SMILES: CNC(C)=O.CNC(C)=O.CNC(C)=O.CNC(C)=O.CNC(C)=O.c1ccncc1.c1ccncc1.c1ccncc1.c1ccncc1.c1ccncc1.c1ccncc1.c1ccncc1. The LUMO energy is 0.0143 hartree.

Positions of all 137 atoms, in Å:
C1 -3.8786 -4.4308 -1.2621
N1 -3.7385 -3.6484 -0.0294
C2 -2.7888 -3.8429 0.9002
C3 -1.6715 -4.8577 0.6073
O1 -2.8472 -3.2391 1.9821
H1 -4.3744 -5.4064 -1.1606
H2 -2.9169 -4.6261 -1.7642
H3 -4.3239 -3.8007 -2.0065
H4 -4.5782 -3.1370 0.2471
H5 -0.8663 -4.3686 0.0391
H6 -2.0796 -5.7715 0.0361
H7 -1.3273 -5.1584 1.6373
C4 1.4891 1.9046 -4.7289
N2 2.8681 1.9709 -4.4781
C5 3.5586 0.9388 -3.9813
C6 5.0444 1.1176 -3.8912
O2 2.9483 -0.0531 -3.6685
H8 0.8845 2.2890 -3.8667
H9 1.2343 0.8465 -4.9660
H10 1.3209 2.5341 -5.6460
H11 3.3724 2.7800 -4.8319
H12 5.2431 1.2441 -2.8372
H13 5.3456 2.0260 -4.5059
H14 5.5500 0.2110 -4.2741
C7 1.2493 -1.1088 6.1730
N3 1.5807 -2.4777 5.8659
C8 2.0106 -2.9144 4.5685
C9 2.2642 -4.4337 4.3630
O3 2.2263 -2.0493 3.7403
H15 0.1954 -1.0821 6.5279
H16 1.2865 -0.5657 5.2747
H17 1.8632 -0.6859 6.9564
H18 1.0523 -3.0570 6.4351
H19 1.2759 -4.8423 4.0148
H20 2.4822 -4.9244 5.3494
H21 3.0770 -4.6520 3.6887
C10 0.8250 1.8852 3.2045
N4 0.8902 2.6640 1.9712
C11 1.8467 2.7332 1.0185
C12 2.8717 1.6017 0.9914
O4 1.8555 3.6268 0.1454
H22 1.7704 1.9365 3.6991
H23 0.5410 0.8041 2.9487
H24 0.0202 2.2624 3.8540
H25 0.3427 3.5401 1.9604
H26 3.8546 2.0396 1.3174
H27 2.7613 1.2952 -0.1040
H28 2.6311 0.7936 1.6739
C13 -6.6325 -3.2058 3.1355
N5 -5.9310 -2.4246 2.1560
C14 -6.2317 -1.1150 1.9576
C15 -5.2755 -0.1754 1.2645
O5 -7.2779 -0.6260 2.3515
H29 -6.0232 -4.1363 3.3657
H30 -7.6338 -3.5570 2.8378
H31 -6.7041 -2.6845 4.0834
H32 -4.9589 -2.6224 2.1128
H33 -5.3572 0.6692 1.9716
H34 -5.6988 -0.0035 0.2963
H35 -4.2665 -0.5574 1.1535
C16 -4.1160 3.5431 -3.3403
C17 -3.7449 4.2392 -4.5207
C18 -2.4362 4.4476 -4.7582
N6 -1.5056 4.1656 -3.8387
C19 -1.8901 3.4015 -2.7845
C20 -3.1674 3.0648 -2.4534
H36 -5.1688 3.3453 -3.1339
H37 -4.4715 4.6214 -5.2446
H38 -2.0247 4.9995 -5.6353
H39 -1.1038 3.2098 -2.0769
H40 -3.3204 2.5136 -1.5150
C21 5.8516 5.6161 5.3059
C22 5.0596 5.1495 6.3263
C23 4.1935 4.0684 6.0804
N7 4.1063 3.5398 4.8777
C24 4.8245 4.0258 3.8756
C25 5.7836 5.0370 4.0330
H41 6.5566 6.4198 5.4539
H42 5.0747 5.5731 7.2993
H43 3.5878 3.7866 6.9063
H44 4.6457 3.5006 2.9457
H45 6.3295 5.5021 3.1886
C26 1.3107 -2.5686 -3.5605
C27 0.5253 -3.5463 -2.9361
C28 0.7433 -4.8536 -3.2132
N8 1.7394 -5.2985 -3.9990
C29 2.4660 -4.3683 -4.6010
C30 2.2872 -3.0067 -4.4633
H46 1.3058 -1.5042 -3.3162
H47 -0.2741 -3.2950 -2.2946
H48 0.1079 -5.6122 -2.7938
H49 3.3700 -4.7155 -5.1349
H50 2.8034 -2.2144 -4.9775
C31 -1.9181 4.3570 0.9668
C32 -1.2119 5.3986 0.3664
C33 -1.8617 6.5855 0.2739
N9 -3.1530 6.8125 0.5795
C34 -3.8067 5.8042 1.1074
C35 -3.2310 4.5442 1.3740
H51 -1.5438 3.3842 1.0579
H52 -0.2184 5.2118 -0.0936
H53 -1.3966 7.4850 -0.1225
H54 -4.7800 6.0133 1.4257
H55 -3.8683 3.7500 1.8423
C36 -1.8052 -1.0618 -4.2247
C37 -2.0774 -0.9857 -2.8786
C38 -3.4078 -1.3173 -2.5039
N10 -4.3591 -1.7284 -3.3513
C39 -4.0179 -1.7270 -4.6638
C40 -2.7967 -1.4641 -5.1309
H56 -0.8364 -0.7954 -4.5732
H57 -1.3264 -0.7123 -2.1530
H58 -3.7129 -1.3906 -1.4849
H59 -4.8406 -1.8319 -5.4283
H60 -2.5129 -1.5436 -6.1019
C41 3.4621 -3.1724 0.9285
C42 3.3490 -3.8504 -0.2840
C43 4.2121 -3.4436 -1.3126
N11 5.1699 -2.5106 -1.2507
C44 5.3089 -1.8933 -0.0654
C45 4.5231 -2.3127 1.0273
H61 2.7453 -3.1395 1.7247
H62 2.6324 -4.6172 -0.4051
H63 4.0541 -3.9247 -2.3107
H64 6.0572 -1.0792 -0.0709
H65 4.6733 -1.8508 1.9775
C46 0.7533 -1.2462 -0.1229
C47 1.0978 -0.2114 -0.9619
C48 0.2636 0.9077 -1.0108
N12 -0.8267 0.9678 -0.2595
C49 -1.1569 -0.0337 0.5535
C50 -0.4132 -1.2079 0.6344
H66 1.3852 -2.1119 -0.0631
H67 2.0480 -0.2429 -1.5214
H68 0.4724 1.7620 -1.5539
H69 -2.0450 0.1665 1.1329
H70 -0.7831 -2.0028 1.3545

These are the Löwdin partial charges, in e, on atoms 1 to 99: -0.073 0.033 -0.545 0.002 -0.017 0.093 0.082 0.047 0.121 0.066 0.101 0.095 -0.082 -0.013 -0.567 0.016 0.010 0.081 0.088 0.105 0.140 0.079 0.098 0.097 -0.082 -0.008 -0.460 0.004 0.024 0.097 0.042 0.080 0.089 0.094 0.087 0.062 -0.070 0.015 -0.550 0.011 -0.009 0.057 0.093 0.091 0.120 0.087 0.085 0.062 -0.086 -0.001 -0.556 0.010 0.042 0.103 0.088 0.080 0.060 0.099 0.080 0.046 -0.060 -0.083 -0.188 0.063 -0.164 -0.075 0.104 0.105 0.115 0.075 0.109 -0.089 -0.070 -0.143 0.045 -0.148 -0.051 0.102 0.090 0.093 0.084 0.113 -0.064 -0.088 -0.170 0.063 -0.183 -0.065 0.070 0.069 0.096 0.113 0.093 -0.102 -0.071 -0.160 0.060 -0.166 -0.057


Record 3
Formula: C30H42BrN3O2PdSi3
Source: the OMol25 dataset
Level of theory: the ωB97M-V functional and the def2-TZVPD basis

The LUMO energy (spin up / spin down) is -0.0193 / -0.0193 hartree.

Positions of all 82 atoms, in Å:
Pd1 0.1881 0.1285 -0.2177
O1 -3.9540 0.5147 0.0403
C1 -3.7309 0.8287 1.3334
C2 -4.5542 1.7842 1.9243
C3 -4.3682 2.1499 3.2447
C4 -3.3536 1.5673 3.9925
C5 -2.5498 0.6022 3.4050
C6 -2.7203 0.2097 2.0815
C7 -1.8893 -0.9249 1.4707
O2 -1.6458 -0.7495 0.1097
N1 -0.6644 -1.1047 2.2293
N2 0.2925 -0.1838 2.0368
C8 1.3643 -0.2198 2.7330
C9 2.4323 0.7557 2.5733
Br1 2.1160 2.1480 1.3207
C10 3.5966 0.7416 3.2264
C11 3.9775 -0.2108 4.2889
C12 3.1501 -0.4679 5.3813
C13 3.5427 -1.3592 6.3689
C14 4.7697 -1.9999 6.2818
C15 5.6101 -1.7343 5.2090
C16 5.2207 -0.8403 4.2254
H1 -3.1851 -0.0426 -0.2358
H2 -5.3328 2.2284 1.3178
H3 -5.0142 2.8960 3.6907
H4 -3.1940 1.8555 5.0231
H5 -1.7661 0.1360 3.9888
H6 -2.4403 -1.8672 1.6209
H7 -0.4171 -1.9909 2.6413
H8 1.5183 -0.9989 3.4774
H9 4.3418 1.4784 2.9500
H10 2.2063 0.0561 5.4706
H11 2.8921 -1.5439 7.2138
H12 5.0759 -2.6944 7.0529
H13 6.5731 -2.2230 5.1404
H14 5.8791 -0.6323 3.3906
C17 -0.9485 -2.4323 -4.2318
Si1 -1.3018 -1.7147 -2.5138
C18 -1.2865 -3.2143 -1.3679
C19 -3.0417 -0.9991 -2.6531
C20 0.0310 -0.4110 -2.1677
Si2 1.7603 -1.1041 -2.4104
C21 2.9873 -0.1432 -1.3431
C22 2.3377 -1.0140 -4.1982
C23 1.9608 -2.8845 -1.8483
Si3 -0.2799 1.2208 -3.0290
C24 -0.9803 1.0914 -4.7633
C25 1.2281 2.3474 -3.1057
C26 -1.4382 2.2677 -1.9548
C27 -2.5365 2.9917 -2.3996
C28 -3.2070 3.8292 -1.5183
C29 -2.7588 3.9206 -0.2141
C30 -1.6624 3.1570 0.1630
N3 -1.0168 2.3591 -0.6777
H15 -1.7608 -3.1255 -4.4723
H16 -0.0178 -3.0013 -4.2756
H17 -0.9213 -1.6755 -5.0171
H18 -2.2881 -3.3622 -0.9589
H19 -0.6100 -3.0738 -0.5267
H20 -0.9994 -4.1232 -1.9016
H21 -3.4661 -1.2419 -3.6308
H22 -3.0816 0.0856 -2.5390
H23 -3.7000 -1.4215 -1.8928
H24 3.0121 0.9300 -1.5261
H25 3.9843 -0.5393 -1.5612
H26 2.8243 -0.3075 -0.2715
H27 2.3772 0.0055 -4.5827
H28 1.6893 -1.5937 -4.8565
H29 3.3450 -1.4340 -4.2693
H30 1.7142 -2.9891 -0.7898
H31 3.0058 -3.1796 -1.9787
H32 1.3443 -3.5895 -2.4061
H33 -0.2681 0.6006 -5.4304
H34 -1.1575 2.0958 -5.1575
H35 -1.9188 0.5375 -4.8036
H36 2.0875 1.9281 -3.6283
H37 1.5415 2.6262 -2.0967
H38 0.9385 3.2682 -3.6197
H39 -2.8685 2.8958 -3.4262
H40 -4.0689 4.3969 -1.8462
H41 -3.2519 4.5524 0.5116
H42 -1.2987 3.1746 1.1859

Per-atom Löwdin charges, elementary charge units: 0.763 0.043 -0.287 -0.028 -0.095 -0.103 -0.050 -0.096 -0.378 -0.319 -0.015 -0.058 -0.176 -0.636 0.808 -0.103 -0.232 -0.054 -0.077 -0.086 -0.079 -0.036 0.051 0.117 0.100 0.094 0.101 0.161 0.147 0.125 0.106 0.117 0.105 0.103 0.104 0.116 -0.186 0.432 -0.181 -0.165 -0.537 0.388 -0.197 -0.162 -0.179 0.474 -0.168 -0.171 -0.310 -0.065 -0.059 -0.063 -0.142 0.027 0.037 0.015 0.016 0.031 0.009 0.030 0.036 0.015 0.034 0.002 0.043 -0.003 0.016 0.022 0.037 0.028 0.036 0.020 0.032 0.036 0.025 0.017 0.016 0.039 0.102 0.107 0.106 0.109